1.
Molecular formula: ClH14MgO7
Method: DFT, ωB97M-V/def2-TZVPD

Positions of all 23 atoms, in Å:
Mg (2.70158, 1.26528, 0.39343)
Cl (0.48852, 0.00163, -0.20407)
O (0.69276, -2.96943, 2.01893)
H (-0.10536, -3.42845, 1.75718)
H (0.62084, -2.10868, 1.60640)
O (3.05930, 1.03683, -1.57634)
H (2.57934, 0.45217, -2.16289)
H (3.65686, 1.51551, -2.15081)
O (-0.46924, 0.74654, -3.39399)
H (-0.29407, 0.53198, -2.47775)
H (-0.28215, -0.06259, -3.86996)
O (-2.32684, -1.60369, -0.98082)
H (-1.38627, -1.43467, -0.92620)
H (-2.47836, -2.31916, -0.36325)
O (-2.19530, 2.08946, -0.28757)
H (-1.32850, 1.68381, -0.30619)
H (-2.01952, 3.02962, -0.24990)
O (2.06492, 1.20072, 2.25091)
H (2.43340, 0.94823, 3.09749)
H (1.12413, 1.27471, 2.41110)
O (-2.23490, -0.30136, 2.02842)
H (-2.15794, -1.21308, 2.30966)
H (-2.14320, -0.33538, 1.07622)

Frontier orbital gap (spin up / spin down) ... 5.8 / 9.8 eV
2S+1 ... 2
Strongest force on any atom ... 0.89 eV/Å
Expectation value of S² ... 0.75
E_tot ... -32528.3259 eV
HOMO (spin up / spin down) ... -5.9 / -10.6 eV

2.
Molecular formula: C16H42F6O13S9Zn
Method: DFT, ωB97M-V/def2-TZVPD

Positions of all 87 atoms, in Å:
Zn (-15.24020, -0.36786, 19.40578)
C (-13.00813, -1.50514, 22.61823)
F (-14.16662, -2.14343, 22.79304)
F (-12.35919, -1.50572, 23.77564)
F (-12.33928, -2.09733, 21.65232)
S (-13.27022, 0.35091, 22.06472)
O (-14.22322, 0.89095, 23.00499)
O (-11.93736, 0.92111, 22.07490)
O (-13.85630, 0.09931, 20.73514)
C (-15.51042, 4.21490, 19.44176)
F (-14.42102, 4.19752, 20.20112)
F (-16.61307, 4.15807, 20.14398)
F (-15.50596, 5.36300, 18.73306)
S (-15.35792, 2.81796, 18.21107)
O (-14.22033, 2.99581, 17.32977)
O (-15.37492, 1.57243, 18.97414)
O (-16.61308, 2.94813, 17.47172)
C (-11.73951, 0.32355, 18.66813)
S (-12.60816, -0.73129, 17.44171)
O (-14.07163, -0.86999, 17.83890)
C (-12.54325, 0.47375, 16.07446)
H (-12.28748, 1.21536, 18.96621)
H (-10.72259, 0.55162, 18.33536)
H (-11.45063, -0.17747, 19.59698)
H (-11.94208, 0.07656, 15.25736)
H (-11.97195, 1.32444, 16.43616)
H (-13.57961, 0.64804, 15.81597)
C (-16.29312, -0.07813, 15.87552)
S (-17.33288, -1.09380, 16.95041)
O (-16.76819, -1.12134, 18.36191)
C (-18.78926, -0.02533, 16.92563)
H (-15.95511, 0.86562, 16.30458)
H (-17.00318, 0.19610, 15.09512)
H (-15.45357, -0.68168, 15.55029)
H (-19.16308, 0.09046, 15.90870)
H (-18.67691, 0.93811, 17.41755)
H (-19.57272, -0.58586, 17.43833)
C (-18.76986, 6.26948, 21.71048)
S (-20.09810, 5.49001, 20.74936)
O (-20.54825, 4.48846, 21.77816)
C (-21.17732, 7.01573, 20.90595)
H (-18.45316, 7.22543, 21.28516)
H (-17.91771, 5.60914, 21.82845)
H (-19.24162, 6.53191, 22.65647)
H (-21.93474, 6.86303, 20.13802)
H (-20.52228, 7.83512, 20.62136)
H (-21.63403, 7.09298, 21.88763)
C (-14.27853, 8.96036, 19.41884)
S (-15.23857, 9.83735, 18.09545)
O (-14.36655, 9.99656, 16.87035)
C (-16.28940, 8.41565, 17.59364)
H (-13.84221, 8.03835, 19.03425)
H (-14.86040, 8.75412, 20.31735)
H (-13.45051, 9.59662, 19.73149)
H (-15.63935, 7.67693, 17.12902)
H (-17.05938, 8.74797, 16.90103)
H (-16.80649, 7.94506, 18.43272)
C (-19.86850, 4.29459, 17.91229)
S (-21.33985, 3.27431, 17.71283)
O (-21.22152, 2.41697, 16.46720)
C (-21.00956, 2.21181, 19.17621)
H (-19.94374, 5.15503, 17.24711)
H (-18.93104, 3.75579, 17.77075)
H (-19.91126, 4.76068, 18.89908)
H (-21.80481, 1.59196, 19.57089)
H (-20.47429, 2.78373, 19.93494)
H (-20.18389, 1.61744, 18.77397)
C (-12.56090, 4.28286, 23.90740)
S (-14.31980, 4.28039, 24.41396)
O (-14.15011, 4.02528, 25.88180)
C (-14.69434, 6.01671, 24.13185)
H (-12.18664, 3.25955, 23.89644)
H (-11.89426, 5.00344, 24.37388)
H (-12.51041, 4.48472, 22.82765)
H (-15.77774, 6.10157, 24.18465)
H (-14.25953, 6.39499, 23.20593)
H (-14.32192, 6.70446, 24.89547)
C (-17.07602, 2.98302, 13.99258)
S (-15.25242, 2.71262, 14.14982)
O (-14.74016, 2.60314, 12.72826)
C (-14.89723, 4.44862, 14.71409)
H (-17.57641, 2.08165, 13.62691)
H (-17.46533, 3.73907, 13.31051)
H (-17.48286, 3.14351, 14.99443)
H (-15.65066, 4.63232, 15.47730)
H (-14.94656, 5.11842, 13.86026)
H (-13.89827, 4.42268, 15.14142)

Energy above the lowest of the compared OMol25 structures with the same formula, charge and spin ... 0.0 kJ/mol
Frontier orbital gap ... 8.0 eV
Strongest force on any atom ... 4.31 eV/Å
E_tot ... -206124.9553 eV
HOMO ... -8.7 eV

3.
Molecular formula: C18H20BrN3O2S
Method: DFT, ωB97M-V/def2-TZVPD

Positions of all 45 atoms, in Å:
C (0.42182, 2.65466, 2.16501)
C (1.57801, 1.66116, 2.11471)
O (1.15412, 0.32499, 1.93124)
C (0.79256, -0.10629, 0.70320)
C (0.78428, 0.65702, -0.45288)
C (0.41816, 0.10597, -1.68392)
C (0.07329, -1.24044, -1.75990)
C (0.08794, -2.00107, -0.60680)
C (0.42725, -1.46999, 0.63061)
O (0.47397, -2.25848, 1.74658)
C (-0.77613, -2.42620, 2.42278)
C (-1.28249, -1.15322, 3.04733)
C (-2.32955, -0.47069, 2.44411)
C (-2.82379, 0.70068, 2.99005)
C (-2.26449, 1.19790, 4.15336)
C (-1.20664, 0.53165, 4.74883)
C (-0.69563, -0.63962, 4.20704)
C (0.46503, -1.33180, 4.84904)
H (1.24134, -1.51638, 4.10982)
H (0.15744, -2.29225, 5.26318)
H (0.87605, -0.72738, 5.65384)
H (-0.76549, 0.93179, 5.65120)
H (-2.64689, 2.10738, 4.59423)
H (-3.64065, 1.21943, 2.51087)
H (-2.76842, -0.86509, 1.53738)
H (-1.52926, -2.81937, 1.72780)
H (-0.56916, -3.18544, 3.17976)
Br (-0.33789, -3.84973, -0.70571)
H (-0.19870, -1.69043, -2.70195)
C (0.39626, 0.91534, -2.87993)
N (0.66866, 2.16319, -2.85021)
N (0.63294, 2.87501, -3.97816)
C (0.90379, 4.21123, -3.99432)
N (1.20691, 4.77132, -2.81330)
H (1.41633, 5.75169, -2.77453)
H (1.22202, 4.19595, -1.98773)
S (0.84371, 5.03699, -5.41708)
H (0.39614, 2.44312, -4.87262)
H (0.13006, 0.41348, -3.81543)
H (1.06238, 1.69664, -0.44205)
H (2.09016, 1.64593, 3.08055)
H (2.30483, 1.93940, 1.34113)
H (-0.13118, 2.66641, 1.22921)
H (0.80867, 3.65097, 2.36131)
H (-0.26479, 2.37578, 2.95979)

Energy above the lowest of the compared OMol25 structures with the same formula, charge and spin ... 59.7 kJ/mol
Frontier orbital gap ... 8.0 eV
Strongest force on any atom ... 1.00 eV/Å
E_tot ... -108433.1124 eV
HOMO ... -8.1 eV

4.
Molecular formula: C43H61ClN4O9PTeTi
Method: DFT, ωB97M-V/def2-TZVPD

Positions of all 121 atoms, in Å:
Ti (0.01974, -0.33536, -0.24800)
N (0.09293, -0.54721, 2.00907)
C (0.13615, 0.49358, 3.03676)
C (0.97499, 1.68462, 2.61389)
C (0.45049, 2.40466, 1.37496)
O (0.37083, 3.63365, 1.40443)
O (0.20053, 1.68092, 0.33814)
H (-0.79574, -1.06831, 2.05501)
H (0.84138, -1.21267, 2.12094)
H (0.53391, 0.09674, 3.97186)
H (-0.88614, 0.82034, 3.23673)
H (1.98369, 1.33938, 2.34979)
H (1.05390, 2.41016, 3.42009)
O (-0.47205, 1.03530, -6.96880)
C (-0.70491, -0.29724, -6.45032)
C (-0.50753, -0.32184, -4.97344)
C (0.63554, -0.95501, -4.38250)
C (0.80002, -0.93800, -3.04482)
N (-0.08809, -0.33314, -2.18662)
C (-1.21705, 0.28242, -2.74730)
C (-1.40834, 0.27363, -4.13976)
C (-2.09069, 0.89367, -1.82934)
C (-3.22086, 1.67067, -2.18736)
C (-4.08558, 2.12165, -1.23680)
C (-5.34137, 2.86070, -1.58070)
O (-6.51842, 2.10594, -1.24468)
C (-3.82105, 1.81711, 0.11909)
C (-2.68256, 1.11972, 0.41744)
N (-1.82849, 0.65740, -0.50392)
H (-0.59876, 1.01099, -7.92224)
H (-0.00706, -0.99726, -6.92154)
H (-1.72492, -0.60346, -6.70918)
H (1.38072, -1.44436, -4.99975)
H (1.65943, -1.40208, -2.58512)
H (-2.28264, 0.75866, -4.56057)
H (-3.40198, 1.90704, -3.22926)
H (-5.39273, 3.06195, -2.65090)
H (-5.36994, 3.81808, -1.05074)
H (-6.27170, 1.50167, -0.53599)
H (-4.48644, 2.14168, 0.91013)
H (-2.43206, 0.91354, 1.44893)
C (-6.59830, -2.56361, -0.82304)
C (-5.11780, -2.55420, -1.18548)
C (-4.86164, -1.49605, -2.25631)
C (-4.71548, -3.92552, -1.74012)
O (-4.45118, -2.20976, 0.04319)
P (-2.85919, -2.37234, 0.36644)
O (-2.04600, -1.95451, -0.81588)
O (-2.63707, -1.71798, 1.68839)
O (-2.83797, -3.99082, 0.51514)
C (-2.27064, -4.90681, 1.45385)
C (-1.27358, -5.77633, 0.69072)
C (-3.43572, -5.76143, 1.94810)
C (-1.57156, -4.25256, 2.64548)
H (-7.19931, -2.84088, -1.69372)
H (-6.90340, -1.56807, -0.48837)
H (-6.78547, -3.27454, -0.01247)
H (-5.38428, -1.76883, -3.17861)
H (-3.79035, -1.41971, -2.45369)
H (-5.22530, -0.52267, -1.92161)
H (-5.26849, -4.11361, -2.66394)
H (-4.92867, -4.71730, -1.01825)
H (-3.64562, -3.93906, -1.95280)
H (-1.76549, -6.24816, -0.16418)
H (-0.86752, -6.55407, 1.34618)
H (-0.45856, -5.15111, 0.32652)
H (-3.95297, -6.20878, 1.09477)
H (-4.14776, -5.13378, 2.49200)
H (-3.08317, -6.55772, 2.61045)
H (-0.74625, -3.63527, 2.29020)
H (-1.17604, -5.04041, 3.29433)
H (-2.26296, -3.62338, 3.20388)
Cl (0.55579, -2.66254, 0.00778)
C (3.47685, -2.01633, 0.36610)
C (3.27700, -0.52630, 0.09928)
O (4.35358, 0.13013, 0.34627)
N (2.17574, 0.03303, -0.36094)
Te (3.07312, 2.20800, -0.63152)
C (4.82028, 3.73119, -0.74927)
C (6.01356, 3.61029, -0.01927)
C (6.42139, 2.34314, 0.69992)
C (6.90906, 4.68323, 0.05869)
C (6.65393, 5.89974, -0.54452)
C (7.59772, 7.06665, -0.39920)
C (5.47152, 6.02583, -1.26344)
C (4.56480, 4.97712, -1.37112)
C (3.30937, 5.21637, -2.17376)
C (3.27536, 1.81535, -2.72670)
C (2.15034, 2.08676, -3.52668)
C (0.87324, 2.70147, -2.99950)
C (2.20261, 1.80746, -4.89142)
C (3.32585, 1.26049, -5.48064)
C (3.34137, 0.92774, -6.95110)
C (4.43632, 1.01625, -4.68136)
C (4.44056, 1.29040, -3.31837)
C (5.71303, 1.04435, -2.54793)
H (4.54488, -2.17742, 0.50892)
H (3.10816, -2.61381, -0.46112)
H (2.94535, -2.33541, 1.25951)
H (5.59700, 1.64790, 0.79674)
H (6.81102, 2.57734, 1.69461)
H (7.22030, 1.83693, 0.14877)
H (7.82987, 4.55539, 0.62475)
H (8.56168, 6.74427, -0.00067)
H (7.18543, 7.81418, 0.28496)
H (7.76859, 7.56083, -1.35864)
H (5.24429, 6.97391, -1.74850)
H (3.25756, 6.24775, -2.52762)
H (2.42695, 5.01072, -1.56437)
H (3.28321, 4.54850, -3.03574)
H (0.59217, 2.30503, -2.02553)
H (0.05630, 2.51202, -3.69508)
H (0.97672, 3.78212, -2.89794)
H (1.32102, 1.99524, -5.49780)
H (2.42583, 1.27668, -7.43108)
H (3.41420, -0.15268, -7.10325)
H (4.19553, 1.38982, -7.45168)
H (5.33203, 0.59439, -5.13128)
H (6.39627, 0.41309, -3.12129)
H (5.50770, 0.57183, -1.58827)
H (6.21168, 1.99738, -2.34567)

Energy above the lowest of the compared OMol25 structures with the same formula, charge and spin ... 338.6 kJ/mol
Frontier orbital gap (spin up / spin down) ... 4.2 / 4.2 eV
2S+1 ... 2
Strongest force on any atom ... 1.47 eV/Å
Expectation value of S² ... 0.76
E_tot ... -122196.9893 eV
Total charge ... -2
HOMO (spin up / spin down) ... -0.3 / -0.3 eV